Entry 1:
23
Properties=species:S:1:pos:R:3 method="wB97M-V/def2-TZVPD" homo_ev=-19.9 relative_energy_kcal_mol=6.83 energy_ha=-643.54694 homo_lumo_gap_ev=2.862 max_force_ha_per_bohr=0.1230 total_charge=+3
Zr -0.0380 1.8188 -1.7750
F -0.2125 0.1298 -0.6422
C 1.7555 0.0800 2.4193
O 0.3894 -0.1059 2.1787
H 2.1517 1.0231 1.9751
H 1.9321 0.2137 3.4842
H 2.3676 -0.7213 1.9786
H 0.1784 -0.1407 1.2362
O -1.1985 -2.8474 1.2091
H -0.6191 -2.1359 1.5142
H -2.0558 -2.4389 1.0157
O -2.3786 1.6122 -1.6417
H -3.0346 2.3289 -1.4815
H -2.9059 0.7852 -1.7447
O -0.6628 2.6718 0.2450
H -1.2531 2.1323 0.8213
H -0.4991 3.5122 0.7389
O 0.0330 -2.8120 -1.6673
H 0.0303 -3.3786 -0.8721
H 0.1203 -1.9098 -1.3506
O 1.6965 0.3396 -2.4613
H 2.2347 0.2612 -3.2852
H 1.9685 -0.4182 -1.8947

Entry 2:
30
Properties=species:S:1:pos:R:3 method="wB97M-V/def2-TZVPD" homo_ev="-10.4 / -9.7" s_squared=0.763 energy_ha=-2191.43683 homo_lumo_gap_ev="6.862 / 6.145" max_force_ha_per_bohr=0.0492 multiplicity=2 total_charge=+1
V -0.2956 -1.4238 0.3329
N -0.7527 -3.6156 0.9332
N -0.8562 -4.2742 -0.3072
C -0.6842 -3.5630 -1.4922
O -0.7602 -4.0659 -2.5653
O -0.4269 -2.2589 -1.2375
H -0.0139 -4.0532 1.4816
H -1.6276 -3.7272 1.4432
H -1.0550 -5.2618 -0.3361
N 0.4973 2.5382 0.6487
C 0.5461 2.6165 -0.7344
C 0.7824 3.6836 -1.6021
C 0.7555 3.3913 -2.9480
C 0.5033 2.0871 -3.4237
C 0.2719 1.0438 -2.5594
C 0.2982 1.3350 -1.1968
N 0.0995 0.4805 -0.1041
C 0.2280 1.2428 0.9684
C 0.0733 0.6305 2.2690
C 0.1488 1.1519 3.5197
S -0.1235 -0.0600 4.6706
C -0.3266 -1.2058 3.4800
N -0.2035 -0.7418 2.2478
H 0.6356 3.2990 1.2918
H 0.9764 4.6861 -1.2433
H 0.9328 4.1848 -3.6625
H 0.4924 1.9072 -4.4903
H 0.0774 0.0394 -2.9121
H 0.3477 2.1710 3.8123
H -0.5406 -2.2377 3.7157

Entry 3:
14
Properties=species:S:1:pos:R:3 method="wB97M-V/def2-TZVPD" smiles="CC(N)(N)[N+](=O)[O-]" homo_ev=-9.8 relative_energy_kcal_mol=103.63 energy_ha=-395.03986 homo_lumo_gap_ev=10.255 max_force_ha_per_bohr=0.0906
C 0.2911 0.6905 -0.9212
C -0.1581 -0.4384 0.1010
N -1.2603 0.0073 0.9509
N 0.9419 -0.8599 0.8441
N -0.6876 -1.4793 -0.9191
O -1.7739 -1.2758 -1.4161
O 0.1972 -2.2015 -1.3109
H 1.1715 0.2651 -1.3913
H 0.2479 1.6194 -0.4767
H -0.3556 0.6117 -1.8184
H -1.3479 -0.6705 1.7616
H -2.0216 0.0702 0.3748
H 1.8684 -0.8232 0.3188
H 0.9943 -0.4404 1.7852

Entry 4:
34
Properties=species:S:1:pos:R:3 method="wB97M-V/def2-TZVPD" smiles="COc1ccc(COc2ccccc2C(N)=O)cc1F" homo_ev=-8.5 relative_energy_kcal_mol=0.00 energy_ha=-960.33661 homo_lumo_gap_ev=9.317 max_force_ha_per_bohr=0.0121
C -0.8126 -0.3720 -4.6494
O -1.3209 0.4859 -3.6563
C -1.3229 0.0537 -2.3720
C -0.8814 -1.1883 -1.9312
C -0.9155 -1.5172 -0.5864
C -1.3997 -0.6268 0.3564
C -1.3832 -0.9522 1.8251
O -0.7131 0.0365 2.6078
C 0.3573 0.6837 2.0337
C 0.3362 2.0748 2.0709
C 1.3512 2.8133 1.4948
C 2.3912 2.1713 0.8425
C 2.4316 0.7911 0.8203
C 1.4422 0.0324 1.4381
C 1.6497 -1.4460 1.4776
N 1.4269 -1.9944 2.6984
O 2.0405 -2.1002 0.5349
C -1.8623 0.6148 -0.0698
C -1.8164 0.9395 -1.4051
F -2.2608 2.1520 -1.7968
H -0.8943 0.1819 -5.5829
H 0.2368 -0.6211 -4.4647
H -1.3997 -1.2931 -4.7218
H -0.4896 -1.9081 -2.6306
H -0.5432 -2.4819 -0.2789
H -2.4008 -0.9658 2.2312
H -0.9345 -1.9406 1.9818
H -0.4964 2.5598 2.5569
H 1.3170 3.8916 1.5353
H 3.1701 2.7439 0.3632
H 3.2424 0.2676 0.3363
H 1.1022 -1.4440 3.4739
H 1.6014 -2.9766 2.8325
H -2.2493 1.3345 0.6344

Entry 5:
69
Properties=species:S:1:pos:R:3 method="wB97M-V/def2-TZVPD" homo_ev="-8.0 / -8.1" s_squared=6.017 relative_energy_kcal_mol=19.52 energy_ha=-6303.14880 homo_lumo_gap_ev="8.211 / 7.855" max_force_ha_per_bohr=0.0415 multiplicity=5
Fe 0.4058 -0.5184 -0.8741
C 3.7513 -4.5165 -0.2662
C 4.2281 -3.4026 0.6623
N 3.2107 -3.0025 1.6075
C 3.0946 -3.7292 2.8574
C 1.9794 -4.7712 2.8557
C 2.2974 -2.0661 1.3105
S 2.5375 -1.1128 -0.1087
N 1.3603 -1.8699 2.2162
C 0.2019 -1.2361 2.0974
O -0.3141 -0.8301 1.0244
C -0.5404 -1.1052 3.3738
C -0.1241 -1.8107 4.5022
C -0.8309 -1.7114 5.6839
C -1.9532 -0.9019 5.7539
C -2.3708 -0.1967 4.6371
C -1.6726 -0.2975 3.4485
H 4.5101 -4.7121 -1.0186
H 2.8320 -4.2185 -0.7653
H 3.5647 -5.4323 0.2880
H 4.4993 -2.5281 0.0671
H 5.1041 -3.7301 1.2274
H 2.8935 -2.9936 3.6421
H 4.0586 -4.2048 3.0522
H 1.0351 -4.2896 2.6171
H 1.9063 -5.2273 3.8393
H 2.1725 -5.5553 2.1293
H 0.7474 -2.4410 4.4388
H -0.5127 -2.2726 6.5492
H -2.5056 -0.8315 6.6777
H -3.2514 0.4264 4.6991
H -1.9932 0.2445 2.5693
Cl 1.2114 1.9201 0.5039
C 1.3598 3.1257 -0.7206
C 2.1982 4.2121 -0.5558
C 2.2727 5.1624 -1.5616
C 1.5080 5.0227 -2.7080
C 0.6704 3.9336 -2.8671
C 0.5813 2.9653 -1.8702
P -0.3634 1.4065 -1.9987
C -1.1466 1.6528 -3.6322
C -0.4737 1.1849 -4.7585
C -0.9792 1.4290 -6.0225
C -2.1627 2.1314 -6.1730
C -2.8462 2.5788 -5.0549
C -2.3450 2.3433 -3.7879
C -1.7679 1.7013 -0.8627
C -2.6405 0.6296 -0.6650
C -3.6929 0.7461 0.2238
C -3.8771 1.9254 0.9281
C -3.0077 2.9867 0.7433
C -1.9467 2.8757 -0.1383
H 2.7819 4.3177 0.3439
H 2.9227 6.0156 -1.4453
H 1.5651 5.7684 -3.4869
H 0.0735 3.8440 -3.7630
H 0.4509 0.6337 -4.6413
H -0.4505 1.0767 -6.8947
H -2.5522 2.3333 -7.1591
H -3.7709 3.1235 -5.1708
H -2.8805 2.7022 -2.9201
H -2.5047 -0.2913 -1.2260
H -4.3677 -0.0837 0.3735
H -4.7064 2.0244 1.6118
H -3.1534 3.9113 1.2826
H -1.2663 3.7060 -0.2700
Se -0.1622 -2.2780 -2.2777
C -1.8772 -2.7781 -2.1361
N -2.9760 -3.1145 -2.0376